Here is the molecule C3H8N2O2S at a distorted geometry from the Open Molecules 2025 dataset. Energies are from ωB97M-V/def2-TZVPD.

Each line ends with the Mulliken charge.
Cartesian coordinates (Å):
S -0.12 0.22 -2.59  -0.219
O -0.15 -2.43 -0.13  -0.422
O 0.69 0.64 1.99  -0.174
N 0.43 -1.31 0.37  -0.136
N -0.15 0.92 0.90  -0.521
C -0.25 -0.11 0.18  0.418
C 0.74 1.77 2.80  -0.536
C -1.10 0.02 -1.09  -0.547
H -1.79 0.86 -0.93  0.324
H 1.13 2.70 2.32  0.244
H -0.94 -2.73 0.37  0.330
H -1.65 -0.89 -1.33  0.301
H -0.25 2.02 3.23  0.248
H 1.42 1.57 3.63  0.262
H 0.89 -1.48 1.27  0.294
H 0.53 1.35 -2.23  0.133

total energy: -777.155262 Eh
LUMO energy: 0.59 eV
structure (SMILES): CO/N=C(/CS)NO
gap between HOMO and LUMO: 0.348 hartree

=====

Here is the molecule C19H21N5O3S at a distorted geometry from the Open Molecules 2025 dataset. Energies are from ωB97M-V/def2-TZVPD.

Each line ends with the Mulliken charge.
Cartesian coordinates (Å):
S -0.10 -0.61 -3.45  -0.162
O -3.60 -0.10 -2.97  -0.672
O 4.49 0.24 3.80  -0.444
O -6.34 -0.43 1.08  -0.455
N 2.45 -1.82 -2.15  -1.115
N -2.26 0.75 -1.32  0.044
N 0.50 0.98 -1.30  -0.402
N 1.44 1.06 -0.36  -0.789
N 1.94 -0.63 -1.65  0.515
C -3.16 0.85 2.22  -0.533
C -2.56 0.38 -2.58  0.739
C 0.78 -0.05 -2.07  0.613
C 4.47 -0.02 2.47  0.571
C 5.78 -0.78 0.59  -0.630
C -3.04 0.61 -0.16  -0.110
C 4.70 -0.59 -0.26  -0.957
C 3.33 0.73 4.44  -0.428
C -4.34 0.14 -0.19  -0.093
C -2.44 0.97 1.05  -0.840
C 5.67 -0.52 1.94  -0.637
C -5.06 0.03 1.00  0.634
C 2.32 0.11 -0.56  0.350
C 3.39 0.17 1.62  -0.228
C -4.46 0.38 2.21  -0.678
C 2.31 -0.37 4.73  -1.010
C 3.50 -0.12 0.27  0.113
C -1.40 0.66 -3.55  -0.896
C -6.99 -0.80 -0.11  -0.788
H 2.87 1.54 3.86  0.360
H -0.93 1.62 -3.36  0.373
H 6.71 -1.15 0.19  0.391
H -6.48 -1.63 -0.61  0.324
H -7.08 0.04 -0.81  0.319
H -5.04 0.29 3.11  0.438
H -4.78 -0.13 -1.14  0.742
H 3.18 -2.16 -1.54  0.346
H -7.99 -1.13 0.19  0.226
H 4.82 -0.75 -1.32  0.607
H -1.77 0.60 -4.57  0.437
H -2.71 1.13 3.16  0.377
H -1.43 1.33 1.06  0.451
H 1.48 0.04 5.29  0.347
H -1.31 1.10 -1.15  0.146
H 1.94 -0.81 3.81  0.331
H 2.44 0.56 1.97  0.742
H 2.78 -1.16 5.32  0.314
H 3.70 1.15 5.38  0.323
H 6.50 -0.67 2.61  0.439
H 2.81 -1.70 -3.10  0.254

total energy: -1634.285687 Eh
LUMO energy: 0.36 eV
structure (SMILES): CCOc1cccc(-c2nnc(SCC(=O)Nc3cccc(OC)c3)n2N)c1
gap between HOMO and LUMO: 0.304 hartree

=====

Here is a structure of composition C41H32N6OPS4ScSe from the Open Molecules 2025 dataset. Energies are from ωB97M-V/def2-TZVPD.

Each line ends with the Mulliken charge.
Cartesian coordinates (Å):
Se -2.60 3.11 -0.53  0.014
Sc 0.28 -1.06 1.56  -0.218
S -6.32 -0.89 -0.38  -0.278
S -0.11 -3.49 1.03  -0.474
S -2.53 -4.12 2.64  -0.271
S -0.54 -2.14 3.64  -0.484
P 1.45 -0.31 -1.74  0.550
O 0.76 -0.63 -0.43  1.822
N 2.48 0.86 2.66  -0.817
N -0.12 4.52 -0.66  0.236
N 0.20 1.18 2.11  0.741
N -8.55 1.40 2.87  -0.602
N 2.30 -0.40 2.29  1.177
N -1.97 -0.78 0.92  1.110
C -3.65 -1.11 -0.74  -0.934
C -0.83 2.04 2.02  -0.606
C 3.44 -1.91 -2.85  -0.659
C -1.01 -2.66 -3.90  -0.679
C 0.67 2.27 -1.26  0.570
C -7.17 0.00 0.90  0.147
C 1.39 1.65 2.58  -0.011
C 5.82 -1.46 2.82  -0.769
C -0.39 -0.83 -5.34  -0.635
C 3.99 -0.71 -0.83  -0.317
C 0.46 -0.94 -3.10  0.427
C 0.38 -0.29 -4.32  -0.519
C -8.08 -0.65 1.72  -0.131
C -4.66 -0.84 0.18  0.729
C 5.76 -2.78 2.38  -0.523
C 1.61 1.47 -1.90  -0.226
C -2.94 -0.56 1.82  -0.831
C -1.08 -2.01 -5.13  -0.616
C 0.46 3.84 2.89  -0.458
C -8.75 0.10 2.68  -0.320
C -1.38 4.33 -0.36  -0.361
C 3.08 -1.02 -1.84  0.093
C -4.28 -0.56 1.49  -1.138
C 4.69 -0.66 2.82  -0.080
C 0.79 3.65 -1.33  0.444
C 2.78 3.42 -2.67  -0.931
C 4.70 -2.48 -2.85  -0.747
C 1.85 4.22 -2.03  -0.731
C 3.47 -1.17 2.37  -0.080
C 2.67 2.04 -2.61  -0.559
C -1.12 -3.32 2.46  0.337
C -0.24 -2.13 -2.88  -0.693
C 3.41 -2.50 1.95  -0.015
C 5.25 -1.28 -0.83  -0.689
C 4.54 -3.29 1.95  -0.889
C -2.34 -1.07 -0.33  -0.749
C -7.67 2.01 2.08  -0.367
C 5.60 -2.17 -1.84  -0.754
C -0.76 3.36 2.38  -1.193
C -6.96 1.36 1.08  -0.094
C 1.53 3.00 2.98  -0.630
H -1.69 -2.43 -5.92  0.404
H 3.41 1.41 -3.08  0.525
H 2.49 3.31 3.36  0.539
H 2.46 -2.93 1.64  0.411
H 4.98 -3.17 -3.64  0.443
H -7.53 3.07 2.24  0.379
H 4.47 -4.32 1.63  0.449
H -3.89 -1.34 -1.77  0.558
H -1.54 -1.28 -1.03  0.346
H -6.26 1.90 0.46  0.477
H 4.74 0.37 3.16  0.418
H -2.62 -0.40 2.84  0.504
H 6.58 -2.62 -1.84  0.410
H -0.13 1.82 -0.68  -0.353
H -8.26 -1.71 1.62  0.400
H -1.75 1.64 1.61  0.711
H 2.73 -2.16 -3.63  0.420
H -0.19 -2.63 -1.92  0.467
H 0.91 0.65 -4.48  0.406
H 3.71 -0.03 -0.03  0.517
H -5.01 -0.38 2.27  0.485
H -9.47 -0.38 3.33  0.365
H 0.55 4.87 3.20  0.430
H 5.94 -1.06 -0.03  0.539
H 3.60 3.88 -3.20  0.438
H 0.27 5.42 -0.43  0.250
H -1.56 -3.58 -3.74  0.482
H 1.94 5.30 -2.07  0.430
H -1.63 3.99 2.28  0.624
H -0.46 -0.32 -6.29  0.437
H 6.65 -3.40 2.39  0.404
H 6.76 -1.05 3.18  0.365

total energy: -7081.769623 Eh
LUMO energy (alpha / beta): -0.71 / -1.02 eV
gap between HOMO and LUMO (alpha / beta): 0.223 / 0.201 hartree

=====

Here is a cluster of 3 separate species, C25H38Br3F6I2N2O6 in total at a distorted geometry from the Open Molecules 2025 dataset. Energies are from ωB97M-V/def2-TZVPD.

Each line ends with the Mulliken charge.
Cartesian coordinates (Å):
I 5.06 0.71 -0.65  0.156
I 4.48 -0.58 -3.49  0.063
Br 5.65 -3.29 3.52  -0.080
Br -3.04 0.11 0.00  -0.116
Br -0.65 1.33 -1.00  0.039
F -4.12 8.49 -2.00  -0.237
F -5.55 7.76 -3.44  -0.246
F -5.75 7.23 -1.35  -0.243
F -1.12 -3.40 -2.20  -0.242
F -2.98 -4.47 -1.90  -0.271
F -3.01 -2.34 -2.25  -0.189
O 2.34 3.31 0.17  -0.479
O -4.76 5.07 -2.59  -0.320
O 3.89 -2.58 5.55  -0.435
O -2.81 6.18 -2.78  -0.510
O -1.62 -4.68 -4.50  -0.321
O -3.29 -3.20 -4.87  -0.502
N 2.50 -0.77 3.13  1.078
N 2.92 0.14 4.11  -0.486
C 1.10 0.24 1.23  1.381
C 1.55 -1.13 -2.81  -0.444
C -2.40 -3.48 -2.62  1.115
C 2.42 2.60 1.22  -0.308
C -1.65 -5.05 -5.89  -0.197
C 1.42 1.47 5.78  -0.567
C -3.43 3.30 -1.58  -0.479
C 2.39 -0.47 0.57  -0.166
C 2.12 0.06 5.38  -0.350
C -1.47 -0.62 1.02  0.234
C -3.99 6.18 -2.58  0.371
C -1.51 -2.22 0.91  -0.481
C 2.97 0.05 -0.83  -0.986
C -0.84 -4.08 -6.72  -1.099
C -0.12 -0.12 0.24  -0.006
C -4.07 3.83 -2.85  -0.482
C 3.34 -0.54 1.86  -1.184
C 3.92 -2.65 4.29  -0.166
C 1.19 1.75 1.78  0.133
C 2.63 -2.26 3.41  -0.118
C 1.07 -0.64 2.62  -1.916
C -4.85 7.42 -2.34  0.863
C -2.51 -3.74 -4.13  0.055
C 2.93 -1.11 -2.00  -0.170
C -0.14 1.54 5.42  -0.849
H -0.45 -2.68 0.80  0.192
H -2.09 -2.74 1.74  0.293
H -0.78 0.77 5.98  0.329
H -2.05 -2.46 -0.08  -0.123
H 3.45 2.59 1.76  0.336
H 1.49 1.54 6.93  0.387
H 0.84 -1.89 -2.31  -0.108
H -1.57 -0.21 2.08  0.481
H 3.93 0.12 4.27  0.358
H 2.66 -2.90 2.47  0.595
H -0.39 1.44 4.30  0.162
H -0.51 2.60 5.73  0.324
H 0.24 2.36 1.53  0.453
H -2.98 2.32 -1.76  -0.148
H 2.34 0.92 -1.26  0.565
H 1.27 1.80 2.94  -0.348
H 2.15 -1.58 0.39  0.460
H 0.18 -4.00 -6.33  0.283
H 0.22 -1.01 -0.42  -0.464
H -2.66 3.98 -1.22  0.348
H -4.18 3.20 -0.79  0.312
H 1.71 -2.55 4.02  0.521
H 3.16 -2.15 -1.58  0.444
H -1.21 -6.05 -5.96  0.321
H -2.68 -5.13 -6.26  0.329
H -0.79 -4.40 -7.76  0.383
H 4.04 -1.43 1.63  0.332
H -1.27 -3.07 -6.69  0.312
H 0.87 -1.69 2.18  0.273
H 2.84 -0.17 6.25  0.346
H 3.88 0.44 2.09  0.354
H -4.82 3.13 -3.21  0.347
H 2.04 2.34 5.37  0.291
H 1.34 -0.77 5.40  0.134
H -3.34 3.96 -3.65  0.332
H 1.67 -1.46 -3.92  0.471
H 1.02 -0.11 -2.87  0.179
H 0.25 -0.42 3.37  0.101

total energy: -10452.498918 Eh
total charge: +1
LUMO energy: -3.87 eV
gap between HOMO and LUMO: 0.250 hartree

=====

Here is a structure of composition C31H42CoN6O3PS at a distorted geometry from the Open Molecules 2025 dataset. Energies are from ωB97M-V/def2-TZVPD.

Each line ends with the Mulliken spin population.
Cartesian coordinates (Å):
Co 0.32 0.27 0.15  1.134
S 0.07 -0.58 -3.83  0.008
P -1.70 0.66 -1.25  -0.001
O 0.45 2.10 0.55  -0.025
O 0.11 -1.68 0.03  -0.029
O 1.13 -3.95 -0.68  0.000
N -0.56 -1.47 2.22  0.004
N -4.18 0.89 -2.52  0.002
N 3.66 -0.34 2.60  0.000
N -0.43 -0.13 1.93  0.027
N -3.02 2.97 -2.08  0.000
N -4.12 1.77 -0.27  0.000
C -3.71 3.13 -0.85  0.001
C -2.91 0.99 0.14  -0.010
C -1.08 4.92 2.21  -0.005
C 4.78 0.01 -1.72  0.005
C -1.69 4.32 3.31  0.002
C -0.25 2.76 1.44  -0.020
C 4.54 -0.64 -0.52  -0.001
C -1.59 2.95 3.48  -0.004
C -0.76 -5.64 2.59  0.000
C 5.14 -0.25 2.59  0.000
C -0.20 -3.66 1.32  -0.005
C -0.27 -2.29 -3.34  -0.002
C -0.23 -2.20 1.18  0.010
C 3.77 0.78 -2.27  0.005
C -0.08 -6.42 1.66  0.000
C 2.53 0.87 -1.65  -0.100
C -4.93 1.02 -1.32  -0.001
C 2.24 0.21 -0.45  0.008
C -0.81 -4.28 2.41  0.001
C -3.82 2.22 -3.03  -0.001
C 3.11 -1.17 1.45  -0.033
C 1.46 -0.88 -4.95  0.001
C 3.06 1.02 2.66  -0.005
C -1.68 2.40 -1.90  0.007
C -0.93 0.71 2.76  -0.003
C 0.55 -5.84 0.58  0.000
C -0.89 2.14 2.56  -0.013
C -0.38 4.16 1.30  0.002
C -3.02 0.00 -2.41  0.012
C 0.49 -4.46 0.39  0.000
C 3.30 -0.52 0.12  0.001
H 0.93 -2.99 -0.70  -0.001
H 3.49 1.57 3.49  0.000
H -0.75 -2.83 -4.16  0.000
H -2.06 2.47 4.33  0.000
H 1.09 -6.44 -0.14  0.000
H -5.84 1.59 -1.49  0.000
H -3.08 3.62 -0.10  0.000
H 2.06 -1.30 1.67  0.014
H 1.79 0.08 -5.33  0.000
H -5.17 0.04 -0.90  0.000
H 5.31 -1.26 -0.08  -0.001
H 2.27 -1.36 -4.40  0.000
H 5.48 0.28 3.48  0.000
H -1.15 5.99 2.08  0.000
H -1.45 0.32 3.63  0.011
H 5.56 -1.26 2.59  0.000
H 3.95 1.31 -3.20  -0.001
H -2.59 -0.12 -3.40  0.000
H -3.26 2.09 -3.95  0.000
H 5.45 0.28 1.70  0.000
H -1.25 -6.10 3.44  0.000
H -1.18 2.39 -2.87  0.003
H -4.63 3.70 -0.99  0.000
H -4.74 2.77 -3.25  0.000
H 1.98 0.93 2.79  0.001
H 3.61 -2.14 1.51  0.001
H -0.03 -7.50 1.79  0.000
H 1.14 -1.51 -5.78  0.000
H -0.93 -2.26 -2.47  0.000
H -3.35 -0.98 -2.07  -0.001
H -1.09 3.02 -1.23  -0.002
H 3.25 1.54 1.72  0.000
H 5.74 -0.09 -2.21  0.000
H 1.76 1.46 -2.13  -0.004
H -2.41 1.56 0.93  0.001
H -2.24 4.91 4.04  0.000
H 0.12 4.62 0.45  0.000
H 3.39 -0.83 3.45  0.000
H -4.71 1.94 0.55  0.000
H -3.24 0.04 0.57  0.004
H 0.66 -2.78 -3.06  0.000
H -1.33 -3.64 3.12  0.000

2S+1: 2
total energy: -3882.786735 Eh
expectation value of S²: 0.82
total charge: +1
LUMO energy (alpha / beta): -2.33 / -2.33 eV
gap between HOMO and LUMO (alpha / beta): 0.260 / 0.256 hartree

=====

Here is a cluster of 2 separate species, C7H9N2O6S in total from the Open Molecules 2025 dataset. Energies are from ωB97M-V/def2-TZVPD.

Each line ends with the Mulliken charge.
Cartesian coordinates (Å):
S -1.81 1.67 0.26  -0.250
O 0.04 -2.94 -0.32  -0.733
O -0.83 0.99 -2.77  -0.284
O -0.77 2.77 -4.07  -0.581
O 0.73 1.59 1.17  -0.147
O -0.89 -1.97 1.47  -0.821
O 1.12 1.98 -3.19  -0.460
N -0.71 2.44 2.60  -0.430
N 0.55 2.49 3.16  -0.411
C 0.39 -3.96 1.80  -1.008
C -1.25 0.14 -0.55  0.035
C 1.35 1.96 2.30  0.019
C -0.57 1.91 1.43  0.523
C -0.21 -2.86 0.90  0.727
C -0.21 1.97 -3.38  0.709
C -0.20 0.39 -1.59  -0.533
H 2.40 1.81 2.43  0.418
H -0.91 -0.61 0.18  -0.139
H 0.27 -0.55 -1.86  0.368
H 1.48 -3.96 1.70  0.243
H 0.03 -4.93 1.48  0.258
H 1.43 2.67 -3.78  0.332
H -2.14 -0.25 -1.02  0.488
H 0.13 -3.80 2.85  0.288
H 0.57 1.04 -1.21  0.391

total energy: -1231.357520 Eh
total charge: -1
LUMO energy: 2.67 eV
gap between HOMO and LUMO: 0.277 hartree

=====

Here is the molecule C17H16N2O3S at a distorted geometry from the Open Molecules 2025 dataset. Energies are from ωB97M-V/def2-TZVPD.

Each line ends with the Mulliken charge.
Cartesian coordinates (Å):
S -1.95 -0.52 -4.23  -0.131
O 0.91 -2.88 -1.18  -0.676
O -1.19 2.05 -2.63  -0.621
O -1.69 0.85 -0.77  -0.537
N -0.74 -1.45 -1.96  0.130
N 0.77 -0.80 -0.27  0.186
C 2.11 0.26 3.02  -0.582
C 1.59 -0.86 0.88  -0.308
C 0.49 1.28 1.53  0.360
C -0.12 3.31 0.37  -0.560
C 3.01 -0.74 3.38  -0.637
C -1.23 1.00 -2.05  0.329
C -0.77 -0.24 -2.82  0.110
C -1.30 3.37 1.09  -0.726
C -1.48 -2.57 -2.53  -0.701
C -1.61 2.39 2.09  -0.578
C 2.54 -1.84 1.24  -0.355
C -2.61 -2.03 -3.36  -0.623
C -0.72 1.34 2.28  -0.515
C 3.24 -1.80 2.47  -0.539
C 0.81 2.25 0.59  0.044
C 1.40 0.20 1.79  0.681
C 0.38 -1.78 -1.15  0.236
H -1.87 -3.22 -1.71  0.361
H -2.53 2.50 2.70  0.356
H -3.00 -2.76 -4.07  0.461
H 3.57 -0.76 4.32  0.368
H 0.14 -0.02 -0.25  0.138
H 1.99 1.15 3.64  0.393
H 0.21 -0.10 -3.21  0.468
H -0.96 0.58 3.00  0.513
H 0.15 4.07 -0.38  0.351
H 2.75 -2.71 0.59  0.372
H -0.85 -3.22 -3.16  0.313
H -1.69 1.72 -0.30  0.428
H 3.94 -2.58 2.77  0.377
H 1.74 2.15 0.00  0.414
H -1.99 4.17 0.94  0.426
H -3.43 -1.75 -2.68  0.276

total energy: -1390.862046 Eh
LUMO energy: 0.64 eV
structure (SMILES): O=C(O)[C@@H]1SCCN1C(=O)Nc1ccccc1-c1ccccc1
gap between HOMO and LUMO: 0.336 hartree

=====

Here is a cluster of 7 separate species, C20H52O12S in total at a distorted geometry from the Open Molecules 2025 dataset. Energies are from ωB97M-V/def2-TZVPD.

Each line ends with the Mulliken charge.
Cartesian coordinates (Å):
S 1.67 -0.79 1.56  1.165
O 1.98 -2.25 1.05  -0.447
O -2.50 -2.09 -3.81  -0.630
O -1.59 1.83 -1.35  -0.632
O -0.69 -2.54 0.09  -0.528
O 2.65 -0.55 2.58  -0.688
O 1.46 7.25 1.45  -0.497
O -2.49 -1.24 -0.33  -0.431
O -5.79 -0.45 -1.85  -0.502
O 2.25 -5.73 0.82  -0.508
O 0.29 -0.65 1.92  -0.570
O -0.70 4.11 -1.85  -0.514
O 4.26 2.90 1.24  -0.530
C -2.77 1.03 -1.26  -0.388
C 4.25 2.64 2.65  -0.298
C -6.73 -2.71 -1.85  -1.362
C 0.26 6.17 3.26  -0.873
C -5.70 -1.75 -1.27  0.315
C 1.74 -2.72 -0.32  0.255
C -3.60 -4.27 -3.72  -1.003
C 1.45 4.20 -0.69  -0.628
C 0.17 4.92 -1.07  -0.184
C 4.23 -6.10 2.20  -1.188
C 0.33 -3.31 -0.49  -0.585
C -2.49 -3.38 -3.21  0.056
C 1.43 7.05 2.87  -0.224
C 3.10 3.34 3.35  -0.635
C 2.12 -1.68 -1.39  -0.780
C -2.82 0.11 -0.04  -0.396
C 2.06 0.27 0.18  0.849
C 2.87 -0.46 -0.88  -0.961
C 2.98 -5.29 1.97  0.093
C -1.15 -1.44 -0.64  1.326
H -0.69 6.65 3.00  0.386
H 3.85 -0.71 -0.48  0.316
H 2.66 1.06 0.66  -0.038
H 2.00 -6.65 0.96  0.295
H -0.96 3.33 -1.35  0.473
H 2.75 -2.19 -2.13  0.488
H 4.12 1.56 2.74  0.173
H 4.79 -5.72 3.07  0.348
H -1.04 -1.61 -1.73  0.440
H 1.23 -1.35 -1.94  0.136
H -3.53 -4.39 -4.80  0.324
H 1.24 3.32 -0.08  -0.013
H 0.33 5.23 2.70  0.123
H -3.34 -1.67 -3.60  0.344
H -2.55 -3.28 -2.12  0.106
H -6.62 -3.70 -1.41  0.349
H 3.10 3.11 4.41  0.400
H -2.87 0.41 -2.16  0.161
H -2.15 0.49 0.74  0.260
H 2.42 -3.57 -0.40  0.538
H -4.69 -2.09 -1.48  -0.056
H 0.18 -3.45 -1.57  0.095
H 2.33 -5.32 2.86  0.248
H 3.99 -7.15 2.39  0.328
H 3.22 -4.24 1.78  0.125
H 0.39 5.80 -1.69  0.316
H 2.10 4.86 -0.12  0.295
H 4.37 3.85 1.11  0.308
H 0.65 7.69 1.19  0.295
H -6.62 -2.78 -2.93  0.283
H -0.34 5.27 -0.17  0.142
H -3.83 0.09 0.35  0.410
H 5.21 2.90 3.09  0.367
H 2.37 6.56 3.11  0.146
H -3.55 -5.26 -3.26  0.368
H -1.51 -3.81 -3.45  0.406
H 0.30 -4.29 -0.01  0.415
H 2.15 3.05 2.92  0.162
H -0.57 -0.55 -0.35  -1.304
H 4.88 -6.05 1.33  0.309
H -0.84 1.25 -1.54  0.183
H -4.58 -3.84 -3.49  0.040
H 3.01 0.23 -1.72  0.469
H 1.41 8.01 3.39  0.299
H 0.25 5.94 4.33  0.349
H -3.61 1.72 -1.25  0.457
H 1.98 3.87 -1.59  0.361
H -7.75 -2.36 -1.64  0.422
H 3.20 4.43 3.23  0.097
H 1.14 0.70 -0.20  -0.577
H -5.80 -1.69 -0.19  0.261
H -6.67 -0.10 -1.67  0.292

total energy: -2094.183164 Eh
LUMO energy: 0.61 eV
structure (SMILES): O=S1(=O)CCC[C@H](COCOCCO)O1.CCO.CCO.CCO.CCO.CCO.CCO
gap between HOMO and LUMO: 0.368 hartree